Entry 1:
Entry from the Open Molecules 2025 dataset: a molecular structure, C28H24As2AuF6NO4S2 (ωB97M-V with the def2-TZVPD basis set).

```
68
Properties=species:S:1:pos:R:3:forces:R:3
Au -0.41753 -1.08526 -1.16872 -0.411 -0.076 0.015
C 0.60532 0.73725 1.67893 -0.023 0.076 -0.154
C 0.80968 1.63426 0.45720 -0.067 -0.117 0.107
As 1.26782 0.65648 -1.16474 0.424 0.316 -0.070
C 3.03979 -0.03051 -0.98925 0.004 -0.086 0.040
C 4.10149 0.82273 -1.30050 0.017 -0.047 0.078
C 5.39944 0.37507 -1.11186 0.007 0.008 -0.013
C 5.63527 -0.90910 -0.63734 -0.012 -0.003 0.006
C 4.57515 -1.75943 -0.34906 0.025 0.004 -0.009
C 3.27230 -1.32320 -0.52645 0.010 0.009 -0.072
C 1.30545 1.78392 -2.66470 -0.099 -0.052 -0.037
C 0.78206 3.08426 -2.62483 0.003 -0.024 -0.041
C 0.87046 3.86999 -3.75288 0.016 -0.003 -0.034
C 1.43059 3.35071 -4.92297 -0.028 0.031 0.014
C 1.92550 2.04950 -4.96975 0.003 -0.016 0.023
C 1.86302 1.25614 -3.84269 0.039 0.073 0.016
As -1.00818 -0.40332 1.78311 0.263 0.068 0.111
C -1.32547 -0.59266 3.63157 -0.115 -0.037 -0.014
C -1.42602 -1.86303 4.20432 -0.065 0.071 0.092
C -1.62132 -1.95896 5.57123 -0.012 -0.001 -0.023
C -1.75963 -0.80564 6.33630 -0.006 0.012 -0.004
C -1.70462 0.45604 5.74868 -0.017 -0.008 0.015
C -1.50031 0.57243 4.38744 0.020 -0.091 0.067
C -0.47481 -2.14733 1.09923 0.048 0.061 -0.205
C -1.36143 -2.94788 0.33692 0.115 0.007 -0.096
C -0.95944 -4.22141 -0.07187 0.029 -0.022 0.009
C 0.27957 -4.71669 0.30054 -0.031 -0.004 -0.012
C 1.13710 -3.94609 1.08356 0.007 0.013 0.016
C 0.77960 -2.66768 1.46757 -0.073 -0.043 0.111
H 0.53471 1.34535 2.58049 0.043 0.046 -0.015
H 1.44541 0.05018 1.81028 0.012 0.015 0.058
H 1.67028 2.28433 0.63422 -0.010 0.016 0.025
H -0.06075 2.24911 0.23746 -0.016 -0.036 -0.018
H 3.92540 1.82228 -1.67610 -0.009 0.011 -0.007
H 6.22869 1.02996 -1.34266 0.002 -0.004 0.001
H 6.65200 -1.25238 -0.50152 -0.001 0.002 0.000
H 4.76746 -2.76460 0.00159 0.002 -0.001 -0.007
H 2.44592 -1.99592 -0.33700 0.009 0.018 -0.003
H 0.31297 3.47560 -1.73271 -0.016 -0.011 -0.005
H 0.49066 4.88228 -3.73565 -0.002 -0.005 -0.004
H 1.47080 3.96825 -5.81071 0.012 0.002 0.005
H 2.35650 1.66304 -5.88276 -0.014 -0.001 -0.005
H 2.25369 0.24580 -3.86493 0.000 -0.007 0.004
H -1.34403 -2.75947 3.60341 0.027 -0.005 -0.013
H -1.67507 -2.93222 6.03933 -0.014 0.007 0.008
H -1.92819 -0.89027 7.40153 0.010 0.003 0.000
H -1.83273 1.34349 6.35294 0.000 -0.006 0.006
H -1.48316 1.55157 3.92317 0.002 0.000 -0.001
H -2.36563 -2.60616 0.12952 -0.049 0.006 0.021
H -1.64220 -4.83085 -0.64872 0.001 0.008 -0.011
H 0.57575 -5.71256 -0.00107 -0.006 0.001 0.003
H 2.09123 -4.34932 1.39745 -0.004 -0.005 0.002
H 1.45562 -2.09461 2.09007 0.000 0.007 -0.011
F -3.49082 1.76320 1.54212 0.076 0.043 0.031
C -4.46347 0.90533 1.19573 -0.092 -0.029 0.019
F -4.49521 -0.07058 2.10464 -0.019 0.024 0.005
F -5.61337 1.53180 1.15660 0.015 0.001 0.031
S -4.05748 0.16482 -0.43780 0.017 -0.089 -0.208
O -2.77853 -0.51960 -0.15014 -0.177 -0.051 0.017
O -5.14750 -0.66374 -0.81202 0.127 0.073 0.094
N -3.88717 1.42422 -1.33575 0.066 -0.009 0.016
S -2.59500 1.98745 -2.00079 -0.179 -0.014 0.065
O -2.50525 3.40493 -1.91141 0.085 -0.059 -0.038
O -1.37070 1.24977 -1.66011 0.032 -0.079 0.052
C -2.83843 1.54657 -3.77036 -0.007 0.050 -0.093
F -3.02618 0.23065 -3.86241 0.012 -0.064 0.024
F -1.72887 1.86581 -4.43930 -0.009 0.028 0.010
F -3.86818 2.18585 -4.27566 0.001 -0.004 0.003
```
Forces are in eV/Å.

Properties
HOMO level (spin up / spin down): -14.70 / -15.08 eV
HOMO-LUMO gap (spin up / spin down): 8.0307 / 5.0660 eV
Net charge: +2
⟨S²⟩: 2.021
Multiplicity: 3
Energy: -202430.5439 eV



Entry 2:
Entry from the Open Molecules 2025 dataset: 5 unconnected molecules or ions with the total composition C28H24BN4O19P (ωB97M-V with the def2-TZVPD basis set).

```
77
Properties=species:S:1:pos:R:3:forces:R:3
C -2.30254 6.13093 0.38957 0.309 -0.740 0.500
P -2.26138 4.31875 0.09160 -1.108 -0.351 -0.781
C -2.76616 3.60754 1.72403 0.912 0.280 -0.822
C -0.49292 3.83265 0.04764 -1.252 1.061 0.459
N 0.42670 4.78257 0.03785 1.191 0.153 -0.044
N 1.69049 4.39596 0.00718 -0.838 1.242 -0.099
C 1.89771 3.10490 -0.00384 0.868 -0.385 -0.473
O 3.18296 2.71544 -0.01623 -0.084 0.405 0.203
B 3.66512 2.30375 1.21674 0.447 -0.398 0.302
O 3.42996 1.03414 1.69992 -0.600 -0.060 0.254
O 4.43712 3.13637 1.95092 1.092 0.005 -0.522
N 0.99834 2.15314 -0.03113 -1.410 -0.539 0.077
N -0.26565 2.53792 -0.00494 0.844 -1.044 -0.025
H -3.28637 6.47671 0.12798 -0.408 0.125 -0.352
H -1.55184 6.62560 -0.20357 0.219 0.270 -0.139
H -2.17801 6.34023 1.44176 0.374 0.259 0.333
H -2.79569 2.54034 1.58222 -0.158 -0.432 0.158
H -3.72533 3.99865 2.01651 -0.342 0.107 0.101
H -1.99337 3.85481 2.43316 0.051 0.071 0.638
H 2.53801 0.97013 2.07437 0.226 -0.417 -0.263
H 5.13193 2.58870 2.35287 -0.415 0.413 0.516
C -5.07572 -2.15109 0.18455 -0.230 -0.095 0.109
C -4.04859 -1.29285 0.19699 -0.146 -0.166 -0.291
C -3.51947 -0.71074 1.47501 -0.112 -0.067 0.488
O -2.56859 0.04556 1.40446 0.076 0.057 -0.157
C -4.16924 -1.07640 2.72324 0.189 0.163 -0.073
C -5.19710 -1.93293 2.70916 0.149 0.154 0.263
C -5.70968 -2.53748 1.43353 0.188 -0.017 -0.621
O -6.63368 -3.32645 1.50621 -0.073 -0.026 0.286
O -5.83318 -2.31473 3.80930 -0.157 -0.180 -0.104
O -3.42454 -0.89944 -0.90477 0.180 0.151 0.146
H -5.46060 -2.58187 -0.72851 0.024 0.004 -0.019
H -3.78998 -0.63864 3.63601 -0.017 -0.018 0.018
H -6.52895 -2.93665 3.51582 0.027 0.021 0.005
H -2.72097 -0.28229 -0.61872 -0.020 -0.013 -0.028
C 5.95706 -2.23528 -2.90464 -0.147 0.091 -0.220
C 6.35667 -2.40345 -1.63711 0.092 -0.131 -0.299
C 5.71092 -1.66839 -0.49351 -0.448 0.409 0.006
O 6.12172 -1.89018 0.63022 0.228 -0.171 -0.026
C 4.63723 -0.73415 -0.79407 0.171 -0.067 0.254
C 4.24185 -0.56586 -2.06146 -0.158 0.188 0.312
C 4.86992 -1.31423 -3.19841 0.317 -0.266 0.010
O 4.42846 -1.09874 -4.31036 -0.046 0.044 -0.220
O 3.26925 0.26597 -2.41055 0.019 -0.039 -0.221
O 7.34199 -3.22340 -1.29543 -0.019 0.048 0.250
H 6.41314 -2.75852 -3.73294 0.019 -0.024 0.021
H 4.18213 -0.19644 0.02627 -0.031 -0.099 -0.009
H 3.18006 0.18387 -3.38195 -0.044 -0.047 0.012
H 7.42250 -3.15683 -0.32297 -0.011 -0.005 -0.031
C -2.26961 -6.89045 4.09318 0.161 -0.025 0.195
C -2.84911 -6.23950 3.07680 -0.062 -0.324 0.114
C -2.47261 -4.82972 2.72256 0.365 0.402 0.232
O -3.03076 -4.30869 1.77433 -0.225 -0.114 -0.118
C -1.46847 -4.15816 3.53036 -0.160 0.051 -0.209
C -0.89087 -4.80753 4.54943 0.035 0.327 -0.127
C -1.24784 -6.22706 4.88940 -0.366 -0.410 -0.188
O -0.66752 -6.75468 5.81811 0.157 0.179 0.105
O 0.02924 -4.25470 5.32558 0.046 -0.213 0.164
O -3.78776 -6.78445 2.31459 -0.021 0.228 -0.155
H -2.53069 -7.90551 4.35600 -0.014 -0.007 -0.024
H -1.21782 -3.13790 3.27514 0.025 0.000 0.012
H 0.28100 -4.93847 5.97830 0.000 0.030 -0.029
H -4.03560 -6.10536 1.65601 -0.004 -0.045 0.022
C 1.60717 4.27779 -5.25936 0.158 -0.133 -0.127
C 0.56603 4.42652 -4.43076 0.219 0.245 -0.154
C -0.18178 3.24797 -3.87667 0.077 -0.559 -0.094
O -1.10359 3.46303 -3.11328 -0.013 0.249 0.061
C 0.23521 1.91400 -4.28308 -0.156 0.095 0.144
C 1.27511 1.76500 -5.11344 -0.272 -0.167 0.180
C 2.03935 2.94302 -5.64751 -0.016 0.562 0.030
O 2.98396 2.72630 -6.38139 0.008 -0.260 -0.029
O 1.70875 0.57580 -5.51457 0.272 0.100 -0.064
O 0.12107 5.61254 -4.03734 -0.197 -0.097 0.159
H 2.15384 5.11896 -5.66093 -0.007 0.018 0.020
H -0.31842 1.07321 -3.88944 0.020 -0.020 0.001
H 2.47458 0.74573 -6.09977 -0.006 -0.053 0.016
H -0.63454 5.43471 -3.44224 0.033 0.018 -0.020
```
Forces are in eV/Å.

Properties
HOMO level: -8.61 eV
HOMO-LUMO gap: 6.9409 eV
SMILES: CP(C)c1nnc(OB(O)O)nn1.O=C1C=C(O)C(=O)C=C1O.O=C1C=C(O)C(=O)C=C1O.O=C1C=C(O)C(=O)C=C1O.O=C1C=C(O)C(=O)C=C1O
Net charge: 0
Energy: -84252.3189 eV



Entry 3:
Entry from the Open Molecules 2025 dataset: a molecular structure, C28H24Br5N7O8S2SeW (ωB97M-V with the def2-TZVPD basis set).

```
76
Properties=species:S:1:pos:R:3:forces:R:3
W -0.25781 0.04938 0.27627 -1.203 -0.963 1.301
Br 6.30168 0.47426 -1.60527 0.035 0.004 -0.027
C 4.75773 0.24582 -0.57731 -0.084 -0.028 0.021
C 4.80811 0.34288 0.82606 -0.057 -0.015 -0.031
Br 6.42581 0.69749 1.68785 0.042 0.009 0.025
C 3.65030 0.18804 1.59129 -0.044 -0.107 0.063
Br 3.60312 0.35606 3.45783 -0.002 -0.002 -0.019
C 2.46250 -0.09035 0.94094 0.171 0.232 -0.027
O 1.24852 -0.20751 1.51299 -0.137 0.191 -0.124
C 2.42059 -0.19652 -0.43571 -0.075 0.216 -0.115
O 1.14942 -0.39729 -0.90570 0.164 0.230 -0.309
C 3.54474 -0.01424 -1.21469 0.001 -0.200 -0.111
Br 3.37178 -0.15427 -3.08211 0.027 0.005 0.054
C -0.28784 1.97349 2.98151 -0.023 0.021 -0.027
O -1.14109 1.20416 2.08546 0.139 -0.121 0.080
C -2.49872 1.50825 2.10952 -0.029 0.069 -0.064
C -3.06013 2.56455 2.79658 -0.036 -0.020 -0.049
C -4.42630 2.80010 2.63160 0.044 -0.057 -0.038
Br -5.20540 4.23851 3.55080 -0.017 0.010 0.006
C -5.19768 2.02267 1.78641 0.059 0.002 0.096
C -4.62080 0.94830 1.11031 0.051 -0.038 -0.003
C -3.27349 0.69464 1.30751 -0.051 0.133 -0.096
O -2.57992 -0.30830 0.64161 0.089 0.079 0.068
C -5.39313 0.19524 0.11201 0.030 0.083 0.001
N -6.27181 0.73620 -0.66585 0.104 -0.099 -0.055
C -6.68454 -0.28743 -1.52054 -0.057 0.079 0.044
C -7.62726 -0.25089 -2.54584 0.047 -0.035 0.000
C -7.86048 -1.42570 -3.23236 0.018 0.006 0.020
C -7.17534 -2.60884 -2.91366 -0.034 -0.002 -0.052
C -6.23204 -2.65564 -1.90422 0.016 0.014 -0.033
C -6.00375 -1.46827 -1.22199 0.010 -0.035 0.057
N -5.11710 -1.14089 -0.18760 -0.110 0.027 -0.036
H -0.23504 3.00307 2.63278 0.008 -0.015 0.024
H 0.68843 1.50398 2.95395 -0.012 0.027 -0.003
H -0.71366 1.91392 3.98151 0.018 0.011 -0.012
H -2.47249 3.22466 3.41596 -0.012 -0.007 0.008
H -6.24354 2.24033 1.62417 -0.009 0.007 0.012
H -3.05902 -0.60610 -0.16083 -0.017 0.051 -0.046
H -8.15594 0.66282 -2.77759 -0.017 0.013 0.005
H -8.59410 -1.44196 -4.02605 -0.002 -0.010 -0.017
H -7.39536 -3.50752 -3.47332 -0.003 -0.013 0.003
H -5.70996 -3.57266 -1.66654 0.003 -0.012 0.023
H -4.87999 -1.80745 0.53328 0.025 0.005 0.002
C -3.66870 0.33174 -3.12183 0.038 0.020 0.019
N -2.27623 0.32189 -3.56942 0.052 -0.038 -0.037
C -1.79426 1.01782 -4.65205 0.078 0.031 -0.017
C -0.46037 0.78030 -4.72450 -0.051 0.033 -0.031
N -0.16329 -0.07501 -3.70194 -0.045 -0.068 0.098
C -1.26574 -0.34065 -2.99121 -0.100 0.106 0.026
S -1.35652 -1.37366 -1.60553 0.375 -0.007 -0.158
H -4.29206 0.61696 -3.96412 -0.036 0.001 0.029
H -3.78959 1.05283 -2.31334 -0.028 -0.009 -0.018
H -3.95288 -0.66271 -2.78816 -0.018 0.000 -0.018
H -2.43606 1.61850 -5.27091 0.000 0.005 -0.022
H 0.28453 1.15116 -5.40425 0.008 0.005 -0.014
H 0.76766 -0.36544 -3.41911 -0.002 0.013 -0.028
C -2.99878 -1.77806 4.28198 -0.061 0.011 0.014
C -1.47014 -1.72720 4.24570 0.070 0.036 0.030
C -0.92773 -2.22719 2.95176 0.035 -0.044 -0.219
N -0.81194 -1.54328 1.86645 0.433 0.114 0.415
N -0.30780 -2.19584 0.80189 -0.189 -0.218 -0.094
C -0.02880 -3.45955 1.04366 -0.035 0.229 0.040
N 0.49602 -4.29285 0.15161 -0.026 -0.036 -0.083
S -0.41758 -3.87442 2.68446 -0.032 0.069 0.003
H -3.35706 -1.42925 5.24820 0.003 0.004 0.015
H -3.36452 -2.79460 4.13830 -0.002 -0.014 -0.005
H -3.43040 -1.13748 3.51199 0.011 0.002 -0.020
H -1.04895 -2.32012 5.05793 0.001 0.014 0.008
H -1.10886 -0.70506 4.37430 -0.027 -0.005 0.014
H 0.62389 -3.97715 -0.79736 0.021 -0.012 0.005
H 0.64538 -5.26581 0.35739 0.022 0.006 0.005
O 0.55565 2.41306 -2.37609 -0.130 0.132 0.300
Se -0.17351 2.66196 -0.98269 0.062 -0.287 0.568
O -0.73646 4.07406 -0.54087 0.127 -0.344 0.057
O -1.35137 1.38141 -0.72101 0.450 0.117 -0.803
O 0.67642 1.80240 0.31379 -0.073 0.387 -0.699
```
Forces are in eV/Å.

Properties
HOMO level: -13.20 eV
HOMO-LUMO gap: 5.8497 eV
Net charge: +2
Energy: -495276.0653 eV